{
  "formula": "C5H10N2O",
  "method": "ωB97M-V with the def2-TZVPD basis set",
  "species": ["H", "H", "C", "H", "H", "H", "O", "H", "H", "N", "C", "H", "H", "C", "C", "H", "N", "C"],
  "positions_angstrom": [[-0.49561, -2.10996, 0.52859], [-2.30097, -1.79302, 0.26237], [-1.06511, -0.01874, 0.52992], [-1.96107, 0.59064, 0.63950], [-0.66445, 0.32958, 2.65496], [-0.28622, 2.50353, 0.13499], [1.02738, -0.28902, 1.71737], [2.20734, -1.47720, -1.24822], [1.67258, -0.56619, 0.20223], [1.69908, -0.70275, -0.84832], [0.72315, -0.13903, -1.54188], [-0.96187, 1.08107, -1.65601], [1.13247, 1.73136, 0.29597], [-0.18053, 0.79384, -0.95712], [-0.18282, 0.02345, 1.71641], [0.53585, -0.52838, -2.53586], [0.41626, 1.97992, -0.37664], [-1.31548, -1.40911, 0.48178]],
  "atomic_forces_ev_per_a": [[0.0188, -0.0216, 0.2198], [-0.0250, -0.0399, -0.0954], [0.1075, -1.1519, -0.1831], [0.0723, 0.0707, -0.1319], [-0.0036, -0.1090, 0.0287], [0.0161, -0.0040, 0.0283], [-1.0133, 0.3299, 0.1576], [0.0214, 0.2108, 0.0892], [0.1225, -0.1875, -0.7458], [-0.0239, -0.0555, 0.6154], [-0.5256, 0.2153, 0.2065], [-0.0307, -0.0235, 0.0163], [0.0168, 0.0288, -0.0110], [0.5263, 0.3639, -0.3549], [1.2004, 0.1340, -0.3579], [-0.0891, -0.1068, 0.0740], [0.0131, 0.1052, 0.2478], [-0.4041, 0.2411, 0.1964]],
  "nbo_charge": [0.19, 0.19, -0.34, 0.23, 0.14, 0.36, -0.67, 0.40, 0.45, -0.75, 0.14, 0.20, 0.37, -0.17, 0.38, 0.19, -0.81, -0.48],
  "relative_energy_ev": 4.487,
  "e_lumo_ev": [-0.087, 0.409]
}

{
  "formula": "C4H9N",
  "method": "ωB97M-V with the def2-TZVPD basis set",
  "species": ["H", "H", "C", "H", "C", "H", "C", "H", "C", "N", "H", "H", "H", "H"],
  "positions_angstrom": [[2.09350, 0.67848, -1.96182], [-0.45913, -1.36139, 1.74707], [-1.51618, 1.05746, 0.59237], [1.05431, -0.77208, -1.46914], [1.69440, 0.10388, -1.12400], [2.62140, -0.12009, -0.50343], [-0.17707, -1.16467, 0.67368], [0.77545, -1.63754, 0.49315], [-0.25194, 0.27516, 0.24903], [0.55204, 0.84623, -0.52745], [-0.88118, -1.69304, 0.00275], [-1.86060, 1.07713, 1.63339], [-2.28613, 0.55191, -0.05099], [-1.35886, 2.15857, 0.24538]],
  "atomic_forces_ev_per_a": [[-0.3820, -0.1005, -0.0593], [0.0773, 0.3724, -1.1571], [0.0548, 1.1473, -1.2878], [2.1755, 0.2444, -0.2352], [-1.3892, -0.7670, 0.0998], [-1.5848, -0.0796, -0.1861], [-0.7836, -0.5925, 0.5659], [0.4032, 0.1244, 0.0659], [-0.3112, 0.2965, 0.8197], [1.6414, 1.0769, -0.1168], [0.0066, -0.0286, 0.5163], [0.2843, -0.3592, -0.2006], [0.2042, 0.7436, 0.6789], [-0.3964, -2.0781, 0.4964]],
  "nbo_charge": [0.21, 0.23, -0.66, 0.19, -0.46, 0.20, -0.71, 0.23, 0.30, -0.43, 0.23, 0.22, 0.22, 0.24],
  "relative_energy_ev": 0.943,
  "smiles": "CN=C(C)C",
  "e_lumo_ev": 1.032
}

{
  "formula": "C45H54BrN5OS2SiY",
  "method": "ωB97M-V with the def2-TZVPD basis set",
  "species": ["C", "H", "H", "C", "H", "N", "C", "H", "C", "H", "C", "H", "H", "H", "H", "C", "H", "H", "H", "H", "H", "C", "H", "C", "H", "H", "S", "C", "H", "H", "H", "H", "C", "C", "H", "H", "H", "C", "H", "C", "H", "H", "H", "Br", "C", "H", "C", "C", "C", "C", "C", "H", "C", "H", "H", "N", "H", "H", "H", "C", "C", "C", "H", "C", "H", "H", "S", "C", "C", "C", "H", "C", "N", "C", "C", "O", "H", "H", "C", "C", "C", "C", "C", "C", "H", "H", "H", "C", "H", "C", "H", "N", "H", "H", "C", "C", "C", "H", "C", "H", "N", "Si", "Y", "H", "H", "H", "C", "H", "C", "C"],
  "positions_angstrom": [[-8.39223, 2.94466, -0.07068], [-1.80186, 3.77177, 0.57835], [3.37294, 0.83129, 0.29994], [3.71915, 3.99999, 1.57341], [4.69436, 1.39042, 1.33568], [0.33758, -2.76906, -0.71169], [4.44049, -3.19383, -1.17201], [-0.95844, 3.64964, -1.39097], [-2.79826, -0.23538, 2.31140], [-4.82687, -1.56101, 6.63419], [1.64962, -6.56340, -5.24625], [1.45815, 4.60260, 3.30295], [-3.95588, 3.02837, 0.17286], [3.33471, 3.19138, -1.61595], [-0.65306, -5.96301, -0.96817], [2.50488, -1.79177, -0.92027], [-4.95800, 0.34167, 4.69519], [-0.04484, 3.59852, -2.89911], [-7.68814, -4.23551, 4.91270], [-2.91484, -0.87538, 5.42122], [3.84953, 4.47015, 0.59730], [3.40037, -4.62490, -4.27169], [2.26106, 3.15484, -3.00584], [-0.60060, 2.87176, 2.90873], [-3.76497, 1.60063, 4.32248], [2.39421, 5.31905, -0.69546], [-2.30711, 1.19898, -0.03317], [-4.43482, -2.17498, 4.61561], [-1.49198, -3.67334, -0.59904], [3.80066, 1.94352, 3.31357], [-5.79896, 0.36574, 2.39022], [1.17001, 5.66747, 1.92533], [1.22795, 3.52208, -1.14803], [3.88406, 1.71899, 0.67478], [0.66104, 5.61611, -0.75546], [-0.25441, 2.12941, -1.96344], [-7.12188, 3.97920, 1.31561], [3.29432, -5.85824, -3.63542], [-0.86030, 5.25531, 0.43029], [2.95688, 2.66748, 1.45635], [-2.33778, -1.95191, 4.14674], [4.48609, -1.03451, -0.97739], [-5.80064, 2.02132, 2.99462], [0.63310, -4.92650, -7.33298], [-8.46876, 1.95946, -1.04210], [5.51573, -3.29622, -1.24631], [-1.18393, 4.48434, 1.12600], [0.69884, 4.95824, 2.60865], [-0.00878, 3.81985, 1.85518], [-3.17903, -1.35318, 4.47650], [-6.04397, -3.68331, 3.64926], [2.69631, -3.40433, -5.88840], [2.81067, 2.06916, 2.86199], [2.43722, -7.81215, -3.68322], [-6.90470, -2.87972, 6.82422], [4.33978, -5.55712, -1.53977], [-4.82718, 3.59387, 1.59948], [0.16548, 2.31892, 3.45439], [-1.28013, 2.14784, 2.45171], [2.25441, -4.22417, -1.13996], [-0.08473, 3.21286, -1.87405], [-7.33504, 1.23108, -1.38346], [2.32930, 1.76949, -1.90803], [-6.12716, 1.49257, -0.75811], [4.10009, -3.88002, -3.92139], [4.35273, 2.21312, -0.17380], [-1.62764, -1.37760, 1.87127], [2.35376, 2.86223, -1.95360], [-4.87603, -2.94626, 3.54269], [1.73053, -5.31709, -5.84505], [-4.29842, -2.97542, 2.62450], [-4.33214, 0.76116, 3.91143], [4.10654, -6.27352, -2.52317], [2.61774, -4.35676, -5.38278], [-6.04545, 2.48248, 0.21935], [1.87582, -0.62358, -0.78929], [4.72363, 3.81043, 1.97042], [-7.39309, 0.46473, -2.14512], [1.67984, -2.95436, -0.92702], [-5.15965, 1.18145, 2.73759], [-4.72616, 2.76996, 0.89110], [-7.18191, 3.20283, 0.56072], [-3.19645, 0.88097, 1.34035], [-6.77762, -3.65731, 4.82977], [2.34602, 1.07487, 2.83438], [-1.17823, 3.44576, 3.64608], [2.22244, 2.68882, 3.53764], [3.86422, -1.91887, -1.01336], [-1.82967, 4.97558, 1.86624], [3.66411, -4.31005, -1.31149], [-9.40809, 1.76286, -1.54137], [-3.38742, -0.27524, 3.48372], [0.98183, -7.31618, -5.64114], [-6.37990, -4.28643, 2.81616], [-6.34008, -2.89553, 5.90168], [2.45617, -6.83706, -4.15352], [0.04467, -5.13761, -0.96058], [3.24339, 4.72068, 2.23267], [-0.43162, -3.82989, -0.75741], [-0.03851, 5.51621, 3.19873], [-4.26118, 1.60177, 1.66389], [1.17265, 2.79207, 0.65399], [0.22051, -0.03091, 0.24394], [1.78009, -6.33788, -1.22941], [1.56108, 5.36847, -2.24447], [-9.27225, 3.51406, 0.19683], [-5.17174, -2.15182, 5.79258], [-5.23955, 0.93489, -1.03685], [1.47022, 5.04000, -1.20228], [1.38378, -5.33790, -1.12268]],
  "atomic_forces_ev_per_a": [[0.0067, -0.0108, 0.0014], [0.0436, -0.0184, -0.0098], [0.0261, -0.0028, 0.0420], [0.0443, -0.0463, -0.0324], [0.0035, 0.0125, -0.0157], [0.3139, 0.2310, 0.1093], [-0.0438, 0.0867, -0.0705], [0.0067, -0.0195, 0.0042], [0.1416, -0.0169, -0.0566], [-0.0003, -0.0047, -0.0039], [0.0217, -0.0223, 0.0280], [0.0015, -0.0140, -0.0137], [-0.0004, 0.0171, -0.0123], [0.0059, 0.0112, -0.0016], [0.0073, 0.0048, 0.0281], [-0.3275, 0.0246, -0.0513], [-0.0239, -0.0305, -0.0225], [0.0013, 0.0059, 0.0087], [0.0059, -0.0027, 0.0029], [-0.0237, 0.0312, -0.0020], [0.0144, -0.0078, 0.0054], [0.0155, 0.0003, 0.0679], [-0.0026, -0.0147, 0.0066], [0.0051, 0.0332, 0.0663], [0.0097, 0.0024, 0.0011], [-0.0020, 0.0055, -0.0034], [0.0191, -0.1701, -0.2751], [-0.0219, 0.0298, -0.0195], [-0.0519, 0.0709, 0.0218], [-0.0070, 0.0035, -0.0002], [-0.0042, 0.0034, -0.0105], [0.0030, -0.0113, -0.0026], [0.0949, 0.2988, 0.1293], [-0.0408, -0.0897, 0.0332], [0.0007, 0.0005, 0.0107], [0.0207, 0.0039, 0.0021], [0.0000, 0.0007, -0.0084], [-0.1488, -0.0286, 0.2012], [-0.0061, 0.0000, -0.0119], [0.0284, 0.2534, -0.0172], [0.0218, -0.0113, 0.0237], [-0.0123, 0.0031, 0.0127], [0.0140, 0.0191, 0.0037], [0.0041, -0.0008, -0.0111], [0.0108, 0.0067, -0.0023], [0.0019, 0.0055, -0.0013], [-0.1228, -0.1020, 0.0658], [-0.0062, 0.0280, -0.0271], [0.1676, 0.2199, -0.0362], [0.0857, 0.0549, 0.0029], [-0.0012, 0.0040, 0.0105], [0.0049, -0.0052, 0.0041], [0.0068, -0.0473, 0.0278], [0.0091, -0.0028, -0.0182], [-0.0001, 0.0030, -0.0033], [-0.3284, -0.3400, 0.0887], [0.0033, 0.0014, 0.0096], [-0.0334, -0.0111, -0.0053], [0.0336, -0.0385, -0.0185], [-0.0223, -0.1226, -0.0048], [-0.0240, -0.0099, -0.0711], [-0.0002, -0.0084, 0.0079], [-0.0047, 0.0070, 0.0210], [-0.0065, -0.0067, 0.0238], [-0.0024, 0.0097, 0.0432], [-0.0312, -0.0145, -0.0268], [-0.0290, -0.0446, -0.1210], [-0.0100, -0.0399, -0.0326], [-0.0122, -0.0007, -0.0152], [0.0104, 0.0191, -0.0034], [0.0019, -0.0038, 0.0145], [0.0535, 0.0350, 0.0028], [0.3288, 0.2819, -0.0157], [-0.0069, -0.0014, -0.0090], [0.0136, 0.0306, -0.0511], [0.3307, 0.1776, 0.0556], [-0.0160, -0.0073, 0.0087], [0.0028, 0.0093, -0.0036], [-0.0117, -0.0852, -0.0177], [0.0088, -0.0205, 0.0395], [-0.0860, -0.1074, -0.0311], [-0.0078, -0.0002, 0.0119], [-0.1490, 0.0455, 0.2492], [0.0042, 0.0006, -0.0040], [-0.0076, 0.0043, -0.0078], [-0.0093, 0.0059, -0.0121], [0.0185, 0.0165, -0.0080], [0.0822, -0.0856, -0.0347], [-0.0022, -0.0084, 0.0006], [0.1380, 0.0855, -0.2853], [-0.0017, -0.0107, 0.0139], [-0.0791, -0.0402, 0.0632], [-0.0044, 0.0081, 0.0089], [0.0001, 0.0054, 0.0020], [0.0035, -0.0023, -0.0066], [-0.0912, 0.0063, 0.0109], [-0.0269, 0.0188, -0.0116], [-0.0229, 0.0044, -0.0010], [-0.1517, -0.0283, 0.1151], [0.0056, -0.0051, -0.0012], [0.0369, 0.0357, -0.1144], [-0.1103, -0.5474, 0.1705], [-0.1778, 0.0052, -0.0846], [0.0292, -0.0264, -0.0462], [-0.0101, -0.0162, 0.0054], [0.0055, 0.0060, -0.0047], [0.0157, -0.0196, 0.0150], [-0.0038, 0.0060, -0.0065], [-0.0200, -0.0059, -0.0162], [0.0528, 0.0383, -0.0911]],
  "lowdin_charge": [-0.07, 0.01, 0.03, -0.09, 0.09, 0.06, -0.01, 0.05, -0.64, 0.12, -0.12, 0.06, 0.08, 0.07, 0.11, -0.33, 0.13, 0.09, 0.11, 0.14, 0.07, -0.01, 0.09, -0.13, 0.15, 0.07, 0.72, -0.23, 0.10, 0.09, 0.15, 0.08, -0.65, -0.12, 0.06, 0.04, 0.12, -0.27, 0.07, -0.64, 0.07, 0.12, 0.14, 0.75, -0.07, 0.12, -0.12, -0.10, -0.62, -0.10, -0.06, 0.11, -0.12, 0.12, 0.11, 0.09, 0.14, 0.06, 0.02, -0.09, -0.14, -0.06, 0.06, -0.03, 0.12, 0.07, 0.66, -0.11, -0.03, -0.69, 0.11, -0.08, 0.08, -0.11, -0.22, -0.33, 0.09, 0.11, -0.15, -0.08, -0.11, -0.04, -0.66, -0.07, 0.06, 0.09, 0.05, 0.02, 0.09, -0.24, 0.11, -0.07, 0.10, 0.11, -0.06, -0.03, -0.03, 0.06, -0.14, 0.08, -0.08, 0.78, 1.25, 0.12, 0.09, 0.11, -0.05, 0.10, -0.09, 0.02],
  "relative_energy_ev": 1.066,
  "e_lumo_ev": -4.422,
  "total_charge": 1
}

Question: Which formula does entry 2 have?
Answer: C4H9N